1.
# C10H20ClCrRh

A structure of composition C10H20ClCrRh (ωB97M-V/def2-TZVPD, the OMol25 dataset).

Properties
HOMO-LUMO gap (spin up / spin down) (Eh): 0.20955 / 0.19861
E (hartree): -2007.9216
Spin multiplicity: 8
LUMO energy (spin up / spin down) (hartree): 0.1121 / 0.0492
<S²>: 15.784
Charge: -1

XYZ file:
```
33
Properties=species:S:1:pos:R:3:forces:R:3:mulliken_charge:R:1
Rh 0.0504 0.0530 0.0325 1.319 -3.182 -3.472 -0.27
Cl -0.1007 -2.4613 0.0958 -0.764 -0.462 0.813 -0.44
C 1.6443 1.1637 0.1808 1.218 0.940 0.887 -1.20
H 1.3690 2.1943 -0.1679 0.664 -0.767 0.279 0.35
H 2.3752 0.6750 -0.4892 0.036 0.575 0.750 0.34
H 1.9492 1.1848 1.2781 -0.024 0.163 -1.444 0.28
Cr 1.0700 -2.3412 -1.9157 -0.192 0.104 -0.743 0.61
C 2.8736 -3.5828 -2.1732 1.799 -1.696 0.254 -1.07
C 0.6363 -4.0870 -3.1591 -0.490 -2.095 0.074 -1.08
C 0.8718 -0.2656 -2.1208 -0.052 1.946 0.120 -0.95
H -0.4632 -4.0215 -3.3137 0.400 0.650 0.148 0.33
H 1.1033 -4.3099 -4.1260 0.095 0.519 0.244 0.32
H 0.7629 -5.0038 -2.5499 0.013 0.451 -0.190 0.30
H 3.7050 -3.1073 -1.5827 -0.949 0.317 -0.439 0.36
H 2.6572 -4.5443 -1.6518 -0.009 0.721 -0.320 0.30
H 3.2703 -3.8522 -3.1628 -0.274 0.312 0.229 0.29
H 1.6860 0.4986 -2.1455 -0.467 -0.644 -0.382 0.34
H 0.0526 0.1977 -2.7290 0.248 -0.495 0.346 0.31
C -3.3888 3.4053 2.0258 -1.258 -0.224 -0.320 -1.70
C -2.1923 2.7813 2.6518 0.070 0.709 0.220 2.46
C -1.5596 3.9429 3.4267 -0.219 -0.459 0.618 -1.55
C -2.6520 1.6466 3.5307 -0.180 -0.393 0.523 -1.70
C -1.4005 2.2178 1.5912 4.637 -3.870 -2.630 -0.56
C -0.6200 1.3492 1.0315 -5.783 5.853 4.795 -0.66
H -4.0549 3.8878 2.7447 -0.090 -0.092 0.031 0.41
H -3.8959 2.6293 1.4771 -0.628 -0.154 -0.259 0.41
H -3.0498 4.1178 1.3167 0.117 0.892 -0.715 0.45
H -2.3892 4.3314 4.0661 0.957 -0.033 -0.055 0.34
H -0.6905 3.6167 3.9987 -0.094 0.086 0.234 0.39
H -1.2337 4.7228 2.7466 -0.035 0.118 -0.139 0.39
H -3.1369 0.8639 2.9436 -0.183 0.259 -0.087 0.39
H -1.8417 1.1326 4.0306 0.368 0.139 0.255 0.41
H -3.3452 2.0578 4.2594 -0.250 -0.187 0.375 0.41
```
Forces are in eV/Å.



2.
# C10H20N

The ion C10H20N with charge +1 (ωB97M-V/def2-TZVPD, the OMol25 dataset).

Properties
HOMO-LUMO gap (Eh): 0.42008
E (hartree): -447.4110
SMILES string: C#C[C@@](C)([NH2+]CC)C(C)(C)C
Relative energy (zero: lowest compared OMol25 entry of this formula, charge and spin) (kJ/mol): 170.37
LUMO energy (hartree): -0.0984
Charge: +1

XYZ file:
```
31
Properties=species:S:1:pos:R:3:forces:R:3:mulliken_charge:R:1
C 2.9034 0.0220 1.1059 0.814 0.232 1.269 0.21
C 1.7338 0.0188 0.8699 0.777 0.489 -0.045 -1.87
C 0.3522 0.1260 0.5822 -3.662 2.165 -0.153 1.82
C -0.4285 1.2191 1.5358 -1.170 -2.351 -0.413 -1.29
N 0.1611 0.6104 -0.8494 1.159 0.543 -1.900 -0.04
C 0.1810 2.0760 -1.2789 1.093 1.685 1.653 -0.34
C -0.0153 2.2726 -2.7774 -0.622 -3.110 2.071 -1.07
C -0.3923 -1.2239 0.5850 1.163 -0.751 -1.090 1.17
C -0.2572 -1.7894 1.9308 0.164 -0.647 2.147 -1.90
C 0.4000 -2.1995 -0.3142 -0.869 1.688 -0.849 -1.97
C -1.7915 -1.1414 0.0249 -0.819 -0.999 0.889 -1.81
H 3.8396 0.1169 1.6434 -0.232 -0.220 -0.776 0.45
H -1.4604 0.7334 1.8861 2.629 1.124 -0.314 0.26
H -0.6967 2.1708 1.0769 0.288 -0.329 -0.196 0.42
H 0.3098 1.4258 2.2860 -0.327 0.077 0.950 0.38
H -0.7346 0.2780 -1.2331 0.239 0.050 0.619 0.19
H 0.8497 0.0660 -1.3990 -0.125 0.553 0.096 0.53
H -0.6775 2.5543 -0.7386 0.867 -0.613 -0.556 0.31
H 1.1214 2.6450 -0.9622 -1.144 -1.315 0.099 0.38
H 0.8838 2.3846 -3.3009 1.259 -0.068 -0.824 0.33
H -0.5293 1.2982 -3.0191 -0.099 1.538 -1.028 0.28
H -0.5581 3.1633 -2.7705 -1.350 1.101 -1.064 0.37
H -0.3600 -1.1775 2.7820 -0.615 1.776 0.719 0.43
H 0.7301 -2.1384 2.1526 0.803 -0.587 -0.500 0.48
H -0.9199 -2.5680 2.2175 -0.726 -1.092 -0.528 0.46
H 0.2547 -1.9715 -1.3489 -0.056 0.340 -1.020 0.46
H 0.1749 -3.2119 -0.2890 -1.058 -1.859 0.738 0.46
H 1.4193 -2.1504 -0.1256 1.994 0.222 0.470 0.51
H -1.8348 -0.8385 -1.0296 -0.403 -0.358 0.277 0.52
H -2.5046 -0.5934 0.6398 0.110 0.423 -0.191 0.34
H -2.1539 -2.1774 0.1175 -0.080 0.295 -0.552 0.52
```
Forces are in eV/Å.



3.
# C10H20N2O2

A cluster of 2 separate species, C10H20N2O2 in total (ωB97M-V/def2-TZVPD, the OMol25 dataset).

Properties
HOMO-LUMO gap (Eh): 0.25644
E (hartree): -652.8170
Relative energy (zero: lowest compared OMol25 entry of this formula, charge and spin) (kJ/mol): 707.38
LUMO energy (hartree): 0.0152

XYZ file:
```
34
Properties=species:S:1:pos:R:3:forces:R:3:mulliken_charge:R:1
C -1.3590 0.2562 0.0040 4.537 -0.832 0.131 -0.61
C 0.7613 0.2506 0.0520 -3.331 0.174 -0.059 0.23
C -1.7297 1.4529 0.5435 -0.876 -0.991 -0.149 0.24
C -1.0269 -2.1070 -0.8526 -0.761 -0.773 0.972 -1.31
C -3.2288 -1.2587 0.1428 0.235 -1.391 -0.124 -1.24
C 0.3310 -0.5160 2.2336 1.541 1.955 -0.030 -0.65
C 2.7305 -0.2795 1.4321 1.887 1.624 1.314 -1.18
C 2.6176 1.3783 -1.2002 1.374 2.893 -0.606 -1.04
C 0.4196 0.9108 -2.2428 1.345 -1.719 1.495 -0.88
C -1.9432 -0.9389 -0.6376 -1.215 2.010 -2.118 0.83
N 1.3297 -0.1712 1.1799 -1.003 -0.404 -1.135 0.22
N 1.2691 0.8526 -1.0138 0.857 -0.933 -0.268 0.22
O -2.9097 1.7784 0.6470 -0.696 0.821 0.316 -0.73
O -0.7102 2.2318 0.9951 1.463 0.643 0.286 -0.47
H -0.1686 -1.7446 -1.3977 0.596 -0.244 0.035 0.21
H -0.7477 -2.5637 0.1813 -0.342 0.290 -2.037 0.15
H -1.6348 -2.7303 -1.5681 0.994 -0.262 1.136 0.47
H -3.8688 -1.9419 -0.4642 0.461 0.137 0.501 0.40
H -3.7958 -0.3251 0.2301 0.199 -0.354 0.748 0.39
H -2.9014 -1.8050 1.1198 -0.946 1.254 -1.434 0.21
H 0.1467 0.4465 2.7822 -0.089 -0.934 -0.201 0.23
H -0.5262 -0.6898 1.5760 -0.422 -0.769 1.181 0.18
H 0.8215 -1.2084 2.9220 -0.670 -0.415 -0.258 0.33
H 3.0775 -1.0025 2.1924 -1.006 -0.108 -0.361 0.30
H 3.3572 -0.4530 0.5673 -0.342 -0.166 -0.456 0.38
H 3.0900 0.6937 1.8580 -0.091 -0.567 -0.255 0.39
H 3.3740 0.7392 -1.6831 -0.791 -0.262 -0.367 0.34
H 2.5436 2.3926 -1.8830 0.118 -2.545 1.733 0.26
H 3.1903 1.6708 -0.2702 -1.385 -0.117 -0.691 0.37
H -0.4581 0.3773 -1.9964 -1.285 0.385 0.321 0.15
H 0.3193 1.9350 -2.4139 -0.566 1.408 -1.085 0.50
H 0.7988 0.2641 -3.0282 0.865 0.594 -0.406 0.34
H -2.2227 -0.6448 -1.7770 0.009 -0.489 2.032 0.40
H -0.9463 2.7496 1.7698 -0.664 0.087 -0.165 0.34
```
Forces are in eV/Å.



4.
# C10H20N2O2

A structure of composition C10H20N2O2 (ωB97M-V/def2-TZVPD, the OMol25 dataset).

Properties
HOMO-LUMO gap (Eh): 0.30652
E (hartree): -652.9238
Relative energy (zero: lowest compared OMol25 entry of this formula, charge and spin) (kJ/mol): 426.81
LUMO energy (hartree): 0.0238

XYZ file:
```
34
Properties=species:S:1:pos:R:3:forces:R:3:mulliken_charge:R:1
C 1.8780 1.2922 -0.0870 0.688 2.537 -1.339 0.11
C -3.0741 1.2009 -0.4027 0.884 -4.035 1.810 -0.65
C -2.3029 0.1188 -1.2252 -1.676 -2.641 1.714 -0.76
C -2.0916 1.8222 0.5532 -0.838 -0.395 2.752 -0.81
C -1.5651 -0.9678 -0.3304 2.411 1.631 -0.116 -0.86
C -1.3240 0.7396 1.4430 0.001 1.120 -0.676 -0.87
C 3.3622 -0.6618 0.3912 0.789 2.306 0.457 -1.40
C 1.8361 -0.7278 -1.6340 -3.519 3.603 0.532 -1.43
C 0.5810 -0.8166 1.0927 -0.337 2.325 -2.768 -0.49
C 2.0143 -0.1336 -0.1745 -0.535 -3.406 0.983 1.51
N 0.7192 -2.1579 1.1767 0.224 -2.511 0.264 -0.48
N -0.6870 -0.3670 0.7057 -0.981 1.818 -0.441 0.05
O 2.7077 2.0429 0.4036 -1.527 -0.654 -0.172 -0.63
O 0.8191 1.8889 -0.8218 -0.840 -1.512 0.776 -0.56
H -3.6019 1.7331 -1.1071 -0.949 2.082 -1.203 0.48
H -3.8927 0.6336 0.2206 1.454 0.927 -1.019 0.24
H -3.0978 -0.4888 -1.7396 0.924 0.652 -0.142 0.40
H -1.5920 0.5033 -1.9193 0.372 0.533 -0.692 0.32
H -1.3479 2.4520 0.1578 0.703 0.894 -1.012 0.43
H -2.6607 2.4267 1.3205 0.642 -0.376 -0.752 0.37
H -2.1557 -1.6893 0.1529 -1.716 -0.724 0.492 0.43
H -0.8447 -1.5582 -0.9004 -0.335 0.071 -0.712 0.48
H -0.6686 1.3188 2.1486 0.042 -0.755 -1.037 0.36
H -2.0555 0.3316 2.0894 -1.117 -0.689 0.833 0.60
H 3.8341 0.0333 1.1901 -0.761 -0.776 -1.690 0.28
H 4.1020 -0.9036 -0.3999 -0.308 0.632 0.270 0.38
H 3.3099 -1.5654 0.9203 -0.631 -1.620 0.685 0.33
H 2.6223 -0.2620 -2.2031 0.572 -0.535 -0.500 0.55
H 1.7087 -1.7889 -1.7071 0.354 -0.531 0.045 0.32
H 0.8409 -0.1914 -2.1321 2.322 -1.672 1.152 0.16
H 0.7277 -0.3495 2.0209 1.280 0.887 1.071 0.42
H 1.6744 -2.4558 1.2452 0.169 -0.249 0.060 0.31
H 0.2067 -2.7219 0.5216 -0.005 0.039 -0.226 0.28
H 0.0179 1.2694 -0.9700 2.246 1.020 0.601 0.14
```
Forces are in eV/Å.